1.
An isolated ion of composition C32H30N2O7P and charge -1. Source: the Open Molecules 2025 dataset; level of theory: ωB97M-V/def2-TZVPD.

Last column: Löwdin charge in e.
CARTESIAN COORDINATES (ANGSTROEM)
C (-5.838, -0.669, -2.389)  -0.099
C (-5.538, 0.560, -1.783)  -0.089
C (-4.284, 1.135, -1.959)  -0.039
C (-3.335, 0.490, -2.754)  -0.209
C (-1.948, 1.053, -2.797)  -0.099
O (-1.324, 0.636, -1.512)  -0.002
C (0.014, 0.843, -1.516)  -0.484
N (0.750, 0.468, -0.325)  -0.122
N (1.992, 0.945, -0.441)  0.030
C (2.784, 0.097, -1.160)  -0.557
O (3.785, 0.484, -1.743)  0.037
O (2.379, -1.233, -1.149)  -0.053
C (3.404, -2.151, -1.549)  -0.136
C (2.897, -3.508, -1.181)  -0.209
C (2.862, -3.880, 0.169)  -0.030
C (2.454, -5.162, 0.534)  -0.081
C (1.938, -6.025, -0.439)  -0.120
C (1.893, -5.633, -1.782)  -0.104
C (2.367, -4.372, -2.151)  -0.042
O (0.615, 1.272, -2.488)  0.101
C (-3.649, -0.706, -3.417)  -0.032
C (-4.904, -1.292, -3.231)  -0.088
H (-6.811, -1.136, -2.210)  0.097
H (-6.277, 1.061, -1.156)  0.099
H (-4.019, 2.090, -1.499)  0.117
H (-1.392, 0.602, -3.629)  0.124
H (-1.898, 2.157, -2.894)  0.132
H (3.603, -2.074, -2.626)  0.129
H (4.311, -1.927, -0.977)  0.137
H (3.194, -3.159, 0.924)  0.118
H (2.527, -5.466, 1.585)  0.106
H (1.569, -7.010, -0.149)  0.094
H (1.481, -6.302, -2.545)  0.097
H (2.361, -4.032, -3.191)  0.113
H (-2.893, -1.151, -4.069)  0.116
H (-5.143, -2.237, -3.728)  0.100
C (-0.906, -3.736, -0.252)  -0.064
C (-0.169, -2.441, -0.087)  -0.209
O (0.201, -2.206, 1.317)  -0.024
C (0.983, -1.075, 1.462)  -0.415
C (0.373, 0.306, 1.083)  -0.184
P (1.345, 1.649, 1.997)  0.833
C (0.957, 3.048, 0.874)  -0.266
C (-0.314, 3.149, 0.300)  -0.109
C (-0.546, 4.099, -0.700)  -0.091
C (0.465, 5.003, -1.052)  -0.093
C (1.698, 4.972, -0.382)  -0.080
C (1.930, 4.018, 0.615)  -0.057
C (0.638, 2.204, 3.618)  -0.237
C (-0.719, 2.524, 3.694)  -0.094
C (-1.256, 3.105, 4.848)  -0.095
C (-0.428, 3.390, 5.941)  -0.104
C (0.938, 3.073, 5.878)  -0.093
C (1.468, 2.481, 4.724)  -0.065
O (2.822, 1.505, 2.187)  -0.335
O (2.141, -1.161, 1.849)  0.106
H (-1.012, -3.957, -1.321)  0.082
H (-0.432, -4.604, 0.198)  0.062
H (-1.909, -3.638, 0.164)  0.070
H (0.739, -2.429, -0.707)  0.096
H (-0.775, -1.573, -0.389)  0.108
H (-0.721, 0.294, 1.202)  0.131
H (-1.137, 2.544, 0.694)  0.093
H (-1.526, 4.119, -1.191)  0.094
H (0.280, 5.739, -1.839)  0.094
H (2.482, 5.689, -0.634)  0.097
H (2.865, 4.002, 1.183)  0.112
H (-1.365, 2.345, 2.836)  0.088
H (-2.319, 3.354, 4.879)  0.097
H (-0.843, 3.865, 6.836)  0.096
H (1.589, 3.309, 6.724)  0.098
H (2.535, 2.265, 4.680)  0.105

The value obtained for the HOMO-LUMO gap is 6.3 eV. Its structure (SMILES) is CCOC(=O)[C@H](N(/N=C(/[O-])OCc1ccccc1)C(=O)OCc1ccccc1)P(=O)(c1ccccc1)c1ccccc1. Its HOMO energy is -3.9 eV. Its net charge is -1. For the molar mass, the calculation gives 585.57 Da.

2.
C32H30N5O4PPdS as an isolated structure. Source: the Open Molecules 2025 dataset; level of theory: ωB97M-V/def2-TZVPD.

Last column: Löwdin spin population.
CARTESIAN COORDINATES (ANGSTROEM)
Pd (-2.718, 17.896, 10.133)  0.909
O (-3.566, 19.116, 7.745)  0.308
C (-3.588, 19.228, 8.953)  0.307
C (-4.388, 20.309, 9.508)  0.090
C (-4.831, 21.319, 8.717)  0.007
C (-5.880, 22.141, 9.233)  0.006
C (-6.346, 21.977, 10.501)  -0.001
C (-5.698, 21.032, 11.414)  0.002
C (-4.677, 20.266, 10.905)  0.020
P (-3.676, 19.076, 11.797)  0.184
C (-4.826, 18.136, 12.714)  0.212
C (-4.370, 17.430, 13.865)  0.139
C (-5.197, 16.667, 14.647)  0.006
C (-6.578, 16.539, 14.357)  0.224
C (-6.980, 17.179, 13.197)  0.084
C (-6.179, 18.021, 12.441)  0.051
C (-3.028, 20.095, 13.067)  0.066
C (-3.771, 20.717, 14.049)  0.034
C (-3.111, 21.244, 15.164)  0.004
C (-1.752, 21.230, 15.324)  0.015
C (-1.002, 20.624, 14.268)  0.012
C (-1.654, 20.162, 13.124)  0.010
H (-4.459, 21.453, 7.692)  0.002
H (-6.279, 22.829, 8.530)  0.001
H (-7.222, 22.469, 10.850)  0.000
H (-6.099, 21.013, 12.453)  0.000
H (-3.296, 17.349, 14.046)  0.003
H (-4.654, 16.073, 15.378)  -0.003
H (-7.264, 15.999, 14.994)  0.009
H (-7.962, 17.177, 12.792)  0.001
H (-6.564, 18.479, 11.519)  0.000
H (-4.868, 20.846, 13.961)  0.001
H (-3.664, 21.713, 16.013)  0.000
H (-1.379, 21.799, 16.203)  0.000
H (0.030, 20.551, 14.166)  0.000
H (-1.010, 19.704, 12.349)  0.005
O (-1.565, 15.830, 12.493)  0.031
C (-2.513, 15.388, 11.775)  0.017
N (-2.817, 15.800, 10.477)  0.122
S (-4.131, 14.916, 9.919)  0.011
O (-5.263, 15.774, 9.601)  0.004
O (-3.724, 14.040, 8.860)  0.010
C (-4.429, 13.980, 11.525)  0.004
C (-5.182, 12.792, 11.760)  0.001
C (-4.824, 12.030, 12.887)  0.004
C (-4.011, 12.594, 13.829)  0.001
C (-3.239, 13.743, 13.590)  0.002
C (-3.426, 14.375, 12.347)  0.004
H (-6.045, 12.525, 11.108)  0.000
H (-5.129, 10.999, 12.940)  0.000
H (-3.854, 12.095, 14.753)  0.000
H (-2.551, 14.099, 14.363)  0.000
C (-1.446, 16.235, 7.664)  0.044
N (-0.386, 15.739, 6.887)  0.473
C (0.715, 15.240, 7.772)  0.019
N (1.225, 16.365, 8.600)  0.173
C (0.051, 16.825, 9.391)  0.017
N (-1.082, 17.351, 8.624)  0.130
C (-0.504, 18.360, 7.703)  0.014
N (0.644, 17.998, 6.878)  0.108
C (0.222, 16.779, 6.002)  0.025
C (1.705, 17.414, 7.696)  0.026
H (-1.898, 15.390, 8.251)  0.006
H (-2.326, 16.637, 7.081)  0.005
H (1.627, 14.874, 7.229)  0.000
H (0.332, 14.386, 8.440)  0.001
H (0.474, 17.565, 9.983)  0.009
H (-0.263, 15.993, 10.016)  0.000
H (-0.108, 19.130, 8.378)  0.012
H (-1.291, 18.847, 7.086)  0.000
H (1.055, 16.316, 5.526)  0.000
H (-0.462, 17.224, 5.303)  0.005
H (2.194, 18.125, 8.332)  0.013
H (2.389, 17.014, 6.971)  0.000

The value obtained for the HOMO-LUMO gap (alpha / beta) is 6.6 / 4.2 eV. Its HOMO energy (alpha / beta) is -12.2 / -14.1 eV. Its spin multiplicity is 5. For the energy relative to the best compared isomer or geometry (same formula, charge and spin), the calculation gives 2.1213 eV. Its net charge is +2. For the molar mass, the calculation gives 718.08 Da.

3.
C32H30NO5Ti as an isolated structure. Source: the Open Molecules 2025 dataset; level of theory: ωB97M-V/def2-TZVPD.

Last column: Löwdin spin population.
CARTESIAN COORDINATES (ANGSTROEM)
Ti (-0.030, 0.085, -0.182)  0.936
C (-0.413, -2.037, 0.798)  -0.004
C (-1.542, -1.738, 0.012)  0.002
C (-1.120, -1.624, -1.339)  -0.002
C (0.279, -1.864, -1.393)  0.007
C (0.717, -2.098, -0.067)  -0.003
C (2.123, -2.363, 0.386)  -0.001
C (1.103, -1.886, -2.646)  0.006
C (-2.015, -1.392, -2.515)  0.000
C (-2.950, -1.569, 0.492)  0.002
C (-0.383, -2.262, 2.275)  -0.001
H (2.271, -3.424, 0.602)  0.000
H (2.357, -1.809, 1.297)  0.000
H (2.851, -2.078, -0.373)  0.000
H (2.162, -2.011, -2.421)  0.000
H (0.990, -0.969, -3.226)  0.001
H (0.806, -2.721, -3.285)  0.001
H (-2.567, -2.303, -2.761)  0.000
H (-1.444, -1.096, -3.394)  0.000
H (-2.752, -0.611, -2.315)  0.000
H (-3.459, -0.777, -0.058)  0.000
H (-2.982, -1.308, 1.549)  0.000
H (-3.520, -2.491, 0.358)  0.000
H (-0.460, -3.329, 2.500)  -0.001
H (-1.205, -1.749, 2.771)  0.000
H (0.539, -1.885, 2.714)  0.000
O (1.661, 1.308, -0.238)  0.009
C (1.821, 2.265, 0.863)  0.005
C (1.035, 1.625, 2.048)  0.004
O (1.087, 2.166, 3.129)  0.006
O (0.357, 0.575, 1.730)  0.015
C (1.168, 3.554, 0.394)  0.000
C (-0.116, 3.907, 0.793)  0.000
C (-0.742, 5.008, 0.224)  0.000
C (-0.103, 5.754, -0.753)  0.000
C (1.181, 5.408, -1.153)  0.000
C (1.816, 4.320, -0.575)  0.000
C (3.290, 2.415, 1.204)  0.000
C (4.229, 1.490, 0.773)  0.000
C (5.566, 1.638, 1.130)  0.000
C (5.962, 2.696, 1.926)  0.000
C (5.017, 3.615, 2.374)  0.000
C (3.689, 3.476, 2.015)  0.000
H (1.998, 1.693, -1.058)  0.001
H (-0.630, 3.328, 1.549)  0.000
H (-1.740, 5.277, 0.547)  0.000
H (-0.598, 6.605, -1.202)  0.000
H (1.692, 5.988, -1.910)  0.000
H (2.828, 4.070, -0.875)  0.000
H (3.928, 0.647, 0.166)  0.000
H (6.295, 0.916, 0.785)  0.000
H (7.002, 2.807, 2.204)  0.000
H (5.318, 4.439, 3.007)  0.000
H (2.948, 4.180, 2.370)  0.000
O (-1.730, 1.368, -0.335)  0.006
C (-1.397, 1.811, -1.461)  0.005
N (-0.381, 1.226, -2.100)  0.002
C (-0.102, 1.943, -3.257)  0.000
O (0.810, 1.726, -4.019)  0.000
C (-1.118, 3.056, -3.347)  0.000
C (-1.292, 4.056, -4.277)  0.000
C (-2.320, 4.970, -4.046)  0.000
C (-3.132, 4.875, -2.921)  0.000
C (-2.943, 3.865, -1.980)  0.000
C (-1.926, 2.967, -2.222)  0.001
H (-0.652, 4.125, -5.146)  0.000
H (-2.493, 5.770, -4.754)  0.000
H (-3.920, 5.603, -2.774)  0.000
H (-3.559, 3.786, -1.094)  0.000

The value obtained for the HOMO-LUMO gap (alpha / beta) is 7.5 / 8.0 eV. Its HOMO energy (alpha / beta) is -7.9 / -8.4 eV. Its spin multiplicity is 2. For the energy relative to the best compared isomer or geometry (same formula, charge and spin), the calculation gives 0.0726 eV. Its net charge is 0. For the molar mass, the calculation gives 556.46 Da.

4.
C32H30NOSSb2Sc as an isolated structure. Source: the Open Molecules 2025 dataset; level of theory: ωB97M-V/def2-TZVPD.

Last column: Löwdin charge in e.
CARTESIAN COORDINATES (ANGSTROEM)
Sc (0.940, -0.663, -1.011)  0.596
O (0.751, -2.380, -1.842)  -0.272
N (1.657, -3.031, -2.602)  -0.157
C (1.300, -4.234, -3.098)  0.028
C (2.195, -4.920, -3.873)  0.001
C (3.444, -4.347, -4.121)  -0.001
C (3.769, -3.116, -3.594)  -0.038
C (2.849, -2.428, -2.805)  -0.599
S (3.143, -0.870, -2.083)  0.696
H (0.308, -4.559, -2.828)  0.154
H (1.919, -5.883, -4.274)  0.131
H (4.167, -4.869, -4.733)  0.133
H (4.732, -2.663, -3.779)  0.128
C (-0.707, 3.226, 0.263)  -0.348
C (-0.921, 2.621, 1.648)  -0.345
C (0.311, 1.982, 2.286)  -0.344
Sb (0.757, -0.069, 1.870)  1.481
C (-0.647, -1.059, 3.060)  -0.391
C (-0.246, -1.709, 4.222)  -0.110
C (-1.199, -2.332, 5.019)  -0.056
C (-2.537, -2.305, 4.655)  -0.055
C (-2.935, -1.661, 3.491)  -0.064
C (-1.990, -1.040, 2.687)  -0.133
C (2.598, -0.315, 2.831)  -0.409
C (3.595, -1.101, 2.262)  -0.139
C (4.810, -1.262, 2.913)  -0.062
C (5.031, -0.636, 4.131)  -0.050
C (4.039, 0.149, 4.702)  -0.055
C (2.823, 0.312, 4.056)  -0.122
Sb (-0.593, 1.844, -1.346)  1.486
C (-0.810, 3.019, -3.049)  -0.402
C (-1.726, 4.069, -3.065)  -0.119
C (-1.874, 4.834, -4.212)  -0.056
C (-1.111, 4.554, -5.337)  -0.049
C (-0.195, 3.512, -5.321)  -0.062
C (-0.043, 2.742, -4.177)  -0.137
C (-2.391, 0.785, -1.048)  -0.392
C (-3.622, 1.413, -0.869)  -0.098
C (-4.768, 0.660, -0.660)  -0.045
C (-4.702, -0.728, -0.625)  -0.047
C (-3.485, -1.372, -0.796)  -0.065
C (-2.347, -0.607, -1.008)  -0.184
H (0.177, 3.864, 0.222)  0.075
H (-1.561, 3.852, -0.007)  0.060
H (-1.770, 1.930, 1.634)  0.090
H (-1.237, 3.435, 2.306)  0.123
H (0.196, 1.964, 3.372)  0.067
H (1.219, 2.547, 2.068)  0.073
H (0.795, -1.733, 4.518)  0.098
H (-0.894, -2.836, 5.926)  0.117
H (-3.274, -2.791, 5.280)  0.117
H (-3.979, -1.644, 3.210)  0.112
H (-2.315, -0.552, 1.773)  0.074
H (3.446, -1.602, 1.310)  0.074
H (5.582, -1.875, 2.468)  0.115
H (5.978, -0.760, 4.638)  0.118
H (4.211, 0.634, 5.654)  0.118
H (2.061, 0.924, 4.525)  0.103
H (-2.330, 4.309, -2.198)  0.092
H (-2.584, 5.650, -4.227)  0.118
H (-1.229, 5.154, -6.229)  0.119
H (0.402, 3.300, -6.198)  0.115
H (0.683, 1.936, -4.176)  0.089
H (-3.705, 2.494, -0.898)  0.105
H (-5.720, 1.157, -0.529)  0.120
H (-5.603, -1.306, -0.465)  0.120
H (-3.425, -2.451, -0.769)  0.120
H (-1.412, -1.166, -1.148)  0.039

The value obtained for the HOMO-LUMO gap is 7.5 eV. Its HOMO energy is -14.1 eV. For the energy relative to the best compared isomer or geometry (same formula, charge and spin), the calculation gives 0.1422 eV. Its net charge is +2. For the molar mass, the calculation gives 765.14 Da.

no.,energy (Eh),F_max (eV Å⁻¹)
1,-2214.98232,3.55
2,-2678.72654,4.69
3,-2518.03013,0.66
4,-3006.25756,0.46